DFT (ωB97M-V/def2-TZVPD) results for 14 unconnected molecules or ions with the total composition C46H129N9O14 in a non-equilibrium geometry.

Atoms and positions in Å:
C: 6.42321 2.17527 2.62706
C: 5.27053 2.53891 1.71422
C: 5.79547 3.12244 0.42755
O: 6.46813 2.06593 -0.29615
C: 6.85912 2.44560 -1.58391
N: 4.24828 1.51989 1.50771
H: 7.05589 1.42939 2.16427
H: 5.99604 1.77691 3.52855
H: 6.95668 3.13640 2.85868
H: 4.80412 3.36669 2.22007
H: 6.55877 3.88865 0.61885
H: 5.04726 3.57566 -0.15925
H: 7.42317 1.69809 -2.12802
H: 7.40692 3.42180 -1.59719
H: 5.94496 2.57164 -2.21835
H: 4.76572 0.72378 1.20227
H: 3.95328 1.26517 2.48699
C: 1.11515 -6.30633 -1.82004
C: 1.30280 -4.86400 -1.52000
C: 1.62674 -4.00737 -2.71954
O: 0.39496 -4.07540 -3.51442
C: 0.62724 -3.25004 -4.68850
N: 0.19911 -4.37594 -0.72362
H: 1.93010 -6.64463 -2.47752
H: 0.20215 -6.38421 -2.43587
H: 0.97540 -6.88635 -0.94304
H: 2.18276 -4.72368 -0.90287
H: 2.47587 -4.31394 -3.34229
H: 1.81051 -2.95679 -2.36931
H: -0.30663 -3.20462 -5.23678
H: 1.37311 -3.64969 -5.44370
H: 0.84663 -2.21275 -4.40782
H: 0.22983 -3.37497 -0.70044
H: -0.71232 -4.61413 -1.03595
C: 2.21483 5.93787 4.95945
C: 2.58229 4.45313 4.59988
C: 2.18429 4.23242 3.10160
O: 2.76596 5.28905 2.27572
C: 2.18163 5.18598 0.93607
N: 4.01583 4.21282 4.88159
H: 2.70425 6.60368 4.26543
H: 2.61140 6.10628 5.95676
H: 1.10658 6.00943 4.96236
H: 2.00572 3.77465 5.17866
H: 1.08389 4.32071 2.99087
H: 2.43365 3.25906 2.67359
H: 1.14706 5.55641 1.07120
H: 2.26398 4.22553 0.45407
H: 2.67973 5.93176 0.31091
H: 4.29613 3.27935 4.53987
H: 4.52018 4.83503 4.29099
C: -3.26699 -0.24318 -5.31172
C: -4.39538 0.77887 -5.18059
C: -4.35853 1.38802 -3.78428
O: -5.53757 2.13211 -3.68148
C: -5.67250 3.05266 -2.63624
N: -4.27959 1.76203 -6.22889
H: -3.44211 -0.88263 -6.19735
H: -3.31193 -0.88569 -4.40480
H: -2.27267 0.22814 -5.54516
H: -5.35848 0.26179 -5.25537
H: -3.43069 1.90225 -3.60282
H: -4.41348 0.65723 -2.95421
H: -6.51447 3.74969 -2.88251
H: -4.68671 3.55103 -2.47484
H: -5.84641 2.52561 -1.66742
H: -4.81378 2.61353 -6.12153
H: -3.31923 2.16484 -6.22071
C: 4.55867 -0.68029 -1.40002
C: 5.02706 -1.81804 -0.49236
C: 5.59061 -2.95482 -1.32748
O: 4.69595 -3.51712 -2.19315
C: 5.24019 -4.63339 -2.84422
N: 5.90027 -1.28024 0.55199
H: 3.85724 -1.23118 -2.06680
H: 5.27330 -0.16519 -1.96200
H: 3.99803 0.06845 -0.81894
H: 4.10411 -2.21708 -0.00652
H: 5.97177 -3.76601 -0.65975
H: 6.47699 -2.60495 -1.86830
H: 6.26279 -4.45154 -3.19132
H: 4.57667 -4.75436 -3.72654
H: 5.23454 -5.53663 -2.19168
H: 6.38507 -0.44076 0.14899
H: 6.63596 -1.94663 0.82218
C: -3.57363 -3.64608 -3.95756
C: -3.21413 -5.11487 -3.80808
C: -4.46102 -6.00804 -3.94475
O: -5.56417 -5.66815 -3.10950
C: -5.43492 -6.08112 -1.80789
N: -2.21852 -5.59320 -4.81268
H: -4.18699 -3.17327 -3.14413
H: -4.03465 -3.55214 -4.89849
H: -2.58042 -3.13042 -4.04267
H: -2.80790 -5.16733 -2.80275
H: -4.17184 -7.05775 -3.88605
H: -4.81141 -5.81761 -4.98775
H: -6.43490 -6.15804 -1.40418
H: -4.77904 -5.48878 -1.13766
H: -5.04562 -7.12449 -1.82061
H: -2.18080 -5.11461 -5.72256
H: -1.34851 -5.25891 -4.37809
C: -1.41466 3.56660 -2.07752
C: -0.17722 3.88654 -2.92918
C: 0.84962 2.82484 -2.61568
O: 0.25584 1.53204 -2.90958
C: 1.22287 0.54197 -3.24262
N: -0.62569 3.96200 -4.31409
H: -1.04449 3.44030 -1.03175
H: -1.82815 2.57856 -2.36862
H: -2.10587 4.40278 -2.05178
H: 0.23477 4.84813 -2.65798
H: 1.11741 2.83792 -1.55209
H: 1.81329 2.89114 -3.16088
H: 1.24675 0.17173 -4.28455
H: 0.95656 -0.34772 -2.64781
H: 2.20220 0.91249 -2.98655
H: 0.20726 4.20500 -4.83865
H: -0.82871 3.00975 -4.56916
C: -3.13709 5.56133 2.82302
C: -2.87991 4.06151 2.92602
C: -3.93991 3.34472 2.09318
O: -3.53318 2.02092 1.92543
C: -4.42211 1.30529 1.03903
N: -1.49296 3.67702 2.66512
H: -4.15320 5.82757 3.10695
H: -2.93791 6.01470 1.82648
H: -2.56064 6.08853 3.55885
H: -3.14799 3.82239 3.94245
H: -4.01595 3.88768 1.11781
H: -4.88348 3.37868 2.52290
H: -4.36350 1.80284 0.05378
H: -5.45685 1.21271 1.35727
H: -4.00573 0.27974 0.95787
H: -0.85045 4.42305 2.70008
H: -1.37798 3.40549 1.74190
C: 1.62248 -0.97498 0.56471
C: 0.92482 0.33883 0.06426
C: -0.50933 0.02117 -0.24028
O: -0.47392 -1.13063 -1.14654
C: -1.75748 -1.65489 -1.43227
N: 0.95479 1.48057 0.97452
H: 0.96473 -1.64315 1.10893
H: 2.44553 -0.74136 1.23870
H: 1.92102 -1.49636 -0.35492
H: 1.40642 0.58977 -0.82625
H: -0.94003 0.92161 -0.65576
H: -1.03208 -0.23718 0.68179
H: -1.61689 -2.57676 -1.99907
H: -2.33216 -0.92854 -2.02520
H: -2.16639 -1.83528 -0.45397
H: 1.91154 1.66450 1.32076
H: 0.41594 1.26736 1.79544
C: -0.76966 2.00329 7.78676
C: -0.53793 2.61126 6.36923
O: 0.38996 1.80505 5.58382
H: -1.37993 2.65190 8.35700
H: 0.22823 1.85587 8.27675
H: -1.20130 1.00983 7.58813
H: -0.01369 3.58761 6.48116
H: -1.46646 2.80265 5.84670
H: 0.01358 1.56223 4.74356
C: 1.82188 -0.32893 4.20023
C: 2.85027 0.17147 5.15038
O: 4.11221 0.34284 4.49763
H: 1.63890 0.36004 3.35414
H: 0.86269 -0.52694 4.69030
H: 2.18363 -1.26510 3.74124
H: 2.95624 -0.65385 5.90139
H: 2.57165 1.09912 5.65677
H: 4.49145 -0.52055 4.25595
C: -7.48019 -2.40321 -2.63512
C: -6.48694 -1.44524 -1.95195
O: -7.09249 -0.26388 -1.44488
H: -8.43231 -2.37069 -2.08050
H: -7.06216 -3.37976 -2.88030
H: -7.75759 -1.95503 -3.59360
H: -5.69382 -1.14971 -2.62614
H: -6.07116 -1.94104 -1.04285
H: -7.74450 0.06338 -2.07480
C: -2.32308 -1.14458 4.51680
C: -1.73948 -0.53738 3.28972
O: -1.34209 0.82243 3.43627
H: -3.08919 -0.55869 4.99341
H: -1.59961 -1.29247 5.32750
H: -2.78979 -2.13040 4.27453
H: -2.46664 -0.56132 2.43523
H: -0.87551 -1.11367 2.92157
H: -2.18424 1.31803 3.41565
C: 1.32610 -4.74182 4.02690
C: 0.92184 -3.83412 2.88227
O: -0.23215 -4.23825 2.18600
H: 1.49022 -5.79226 3.74487
H: 0.47997 -4.70869 4.73755
H: 2.20268 -4.41815 4.57360
H: 1.82121 -3.85428 2.29762
H: 0.74514 -2.82998 3.30157
H: -0.00649 -4.31230 1.25391

Atoms 1-2, force components in eV/Å:
0.077 0.772 -0.065
0.132 1.041 -0.048

Properties
Kohn-Sham gap ... 9.44 eV
M ... 1032.6 g mol⁻¹
E_LUMO ... 0.01784 Ha
Multiplicity ... 1
Energy above the lowest of the compared OMol25 structures with the same formula, charge and spin ... 54.1 kcal per mole
Total charge ... 0